[1]
16
Properties=species:S:1:pos:R:3:mulliken_charge:R:1 method="wB97M-V/def2-TZVPD" e_tot_ev=-13896.783
C -1.96582 1.01119 0.66400 -1.239
C 0.33044 -1.72936 0.03272 -0.472
C -0.73260 0.61518 -0.16230 -0.273
C 0.07870 -0.40931 0.53654 -0.260
N 2.62308 1.06226 -0.70981 -0.511
I 3.47376 -0.68874 -1.03001 0.196
H -1.66441 1.45479 1.60967 0.328
H -2.55313 1.74073 0.11314 0.365
H -2.58754 0.14303 0.86927 0.335
H -0.34224 -2.01522 -0.77422 0.297
H 1.38334 -1.74805 -0.39695 -0.214
H 0.35903 -2.49073 0.81357 0.293
H -1.04810 0.25096 -1.14171 0.305
H -0.13498 1.51907 -0.29966 0.237
H 0.51607 -0.11567 1.47809 0.356
H 2.26439 1.39989 -1.60237 0.258

---

[2]
54
Properties=species:S:1:pos:R:3:mulliken_charge:R:1 method="wB97M-V/def2-TZVPD" total_charge=-1 e_tot_ev=-30361.443 s2=0.751 spin_multiplicity=2
C 1.55684 3.33547 3.88903 -0.659
O 1.31152 2.93190 2.55395 -0.383
H 2.33476 2.64109 4.20647 0.231
H 1.83872 4.38793 3.92017 0.262
H 0.72159 3.18580 4.57318 0.245
H 0.37359 2.74829 2.46351 0.077
C -1.54484 -1.58749 -3.89011 -0.973
O -1.34647 -0.49751 -4.79778 -0.338
H -0.87969 -2.38263 -4.22687 0.323
H -1.40076 -1.36117 -2.83363 0.274
H -2.58258 -1.86886 -3.71121 0.404
H -2.08803 0.10840 -4.73014 0.188
C 1.01625 -0.25317 3.74950 -0.275
O 1.36884 0.21389 5.06922 -0.574
H 0.21299 0.37372 3.36234 -0.079
H 1.90067 -0.25182 3.11239 0.133
H 0.64123 -1.27662 3.75036 0.438
H 0.59580 0.44589 5.58902 0.288
C -3.43802 0.39122 -1.20487 -0.666
O -3.98174 -0.52451 -0.31675 -0.491
H -3.39475 -0.01457 -2.21559 0.213
H -3.99772 1.32241 -1.11701 0.477
H -2.38993 0.56885 -0.96393 -0.083
H -3.55003 -1.37584 -0.41906 0.304
C 1.05487 -3.18518 -1.23439 0.370
O 0.46837 -4.47932 -1.56069 -0.572
H 0.95851 -2.59943 -2.14856 -0.160
H 0.65216 -2.52805 -0.46359 -0.133
H 2.13472 -3.29582 -1.13546 0.153
H 0.48018 -4.50210 -2.52034 0.325
C -2.27196 2.34173 1.75727 -0.684
O -1.06919 2.46210 1.02795 0.744
H -2.48893 3.11000 2.49942 0.395
H -3.09816 2.15062 1.07246 0.083
H -2.20988 1.43237 2.35503 0.154
H -1.28974 2.97261 0.24543 -0.356
C 3.40399 -0.11921 -0.37828 -0.011
O 3.82917 -1.40009 -0.63737 -0.530
H 2.34653 -0.21130 -0.13050 -0.345
H 3.89601 0.45101 0.40967 0.303
H 3.46710 0.48756 -1.28157 0.254
H 3.48067 -1.92669 0.08572 0.321
O -0.20996 -0.07621 0.15311 -0.894
H -0.14940 0.20993 -0.75831 -0.027
H -0.32213 0.73310 0.65178 0.158
O -0.98389 -2.18071 1.60925 -0.697
H -1.06423 -1.80051 2.48402 0.273
H -0.69010 -1.45520 1.05830 0.295
O 1.59347 -0.87194 -3.99898 -0.679
H 1.17127 -0.36670 -3.30420 0.055
H 0.89902 -1.02617 -4.63945 0.295
O 0.84828 1.09811 -2.24542 1.151
H 1.59237 1.64981 -2.00418 -0.176
H 0.29263 1.66502 -2.78030 -0.402

---

[3]
42
Properties=species:S:1:pos:R:3:mulliken_charge:R:1 method="wB97M-V/def2-TZVPD" e_tot_ev=-49947.975 s2=6.089 spin_multiplicity=5
C -1.07129 0.14477 -0.28597 -0.751
C 1.43294 0.10597 -2.04320 0.171
C -0.62253 1.42573 -1.09565 -0.665
H -2.13422 0.24439 -0.03697 1.161
C 1.33923 1.34038 -2.91284 -1.302
H 2.44764 -0.29640 -1.89828 0.539
H -0.86930 2.32600 -0.49479 0.893
H 2.23170 1.62824 -3.48679 0.452
C -1.14995 1.54818 -2.52488 -1.223
H -1.74400 2.47258 -2.58514 0.441
H -1.85234 0.74629 -2.79339 0.224
C -0.78513 -1.08745 -1.15842 -0.993
H -1.69143 -1.25474 -1.75792 0.465
H -0.68751 -1.99227 -0.54835 0.464
C 0.42988 -1.04178 -2.13759 -1.074
H 0.04184 -1.15158 -3.16621 0.240
H 1.00561 -1.96589 -1.95789 0.471
C 0.00241 1.62519 -3.57733 -0.734
H -0.19876 0.92478 -4.40404 0.333
H 0.00001 2.61982 -4.05093 0.429
Cr 1.24242 1.67819 -1.12269 0.276
H -2.26952 -1.18993 0.99712 0.319
C 1.64227 2.34005 1.80744 -0.884
C 0.31462 2.32766 2.25443 -0.506
C -0.55359 1.35447 1.84478 -1.312
C -0.14958 0.22835 0.95340 3.542
N 1.19711 0.40540 0.41034 -0.425
C 2.07280 1.33795 0.91796 -0.293
C -0.28568 -1.07112 1.74248 -0.898
C 0.77002 -1.62103 2.45607 -0.309
C 0.55364 -2.82146 3.14700 -0.842
C -0.71365 -3.41844 3.12762 -0.483
C -1.77076 -2.84061 2.41056 -0.899
C -1.54236 -1.66466 1.68873 -0.285
H 2.36243 3.07067 2.17097 0.462
H -0.02657 3.07283 2.97580 0.447
H -1.58005 1.30687 2.22742 0.432
H 3.14157 1.17553 0.69674 0.549
H 1.74104 -1.11824 2.45013 0.407
H 1.37882 -3.28083 3.69117 0.388
H -0.88738 -4.34562 3.67395 0.374
H -2.76242 -3.28828 2.39513 0.400

---

[4]
15
Properties=species:S:1:pos:R:3:mulliken_charge:R:1 method="wB97M-V/def2-TZVPD" total_charge=+2 e_tot_ev=-13920.507
C -0.03900 1.39846 1.24962 -0.045
C 0.41344 -2.04242 1.11320 0.035
C 0.00171 2.22659 -0.78190 -0.091
C -0.04479 0.29982 0.30498 0.469
C 1.48176 -2.39939 3.32842 0.537
N -0.08079 2.50514 0.57840 -0.353
N 0.89535 -2.05046 2.39025 0.195
N 0.01572 -1.05494 0.34063 -0.152
N -0.08058 0.92073 -0.98577 -0.009
F 1.91807 -2.66968 4.44060 -0.035
H 0.11444 1.43236 2.42408 0.289
H 0.04379 -3.03942 0.70057 0.342
H -0.05659 2.99645 -1.52106 0.400
H -0.37488 -1.44560 -0.45773 0.249
H 0.07170 0.30852 -1.70460 0.168

---

[5]
15
Properties=species:S:1:pos:R:3:mulliken_charge:R:1 method="wB97M-V/def2-TZVPD" e_tot_ev=-9407.973
O 2.07478 -1.07271 -0.18217 -0.567
C 1.01107 -0.38929 0.43096 -0.010
C 0.61918 1.08666 -0.11205 -0.716
C -0.79341 0.75672 -0.59912 -0.085
C -1.39837 -0.02575 0.57101 -0.584
C -0.34378 -1.01990 0.10651 -0.308
O -0.62685 -0.47065 -1.32007 -0.478
H 1.77288 -1.26162 -1.07998 0.357
H 1.29051 -0.33027 1.48979 0.365
H 0.60259 1.86131 0.67204 0.305
H 1.28825 1.41381 -0.91787 0.298
H -1.32688 1.54105 -1.13327 0.461
H -1.32557 0.40985 1.56864 0.257
H -2.40166 -0.39199 0.35632 0.272
H -0.44275 -2.10722 0.14926 0.435

---

[6]
6
Properties=species:S:1:pos:R:3:mulliken_charge:R:1 method="wB97M-V/def2-TZVPD" e_tot_ev=-10373.104
C -1.60284 -0.19796 0.02409 0.640
C 0.91254 0.24276 0.00469 0.521
N -0.49777 0.32653 0.17502 -0.247
O -2.70834 -0.42925 -0.10720 -0.269
O 1.55227 1.18828 -0.09970 -0.179
F 2.34414 -1.13036 0.00310 -0.465

---

[7]
18
Properties=species:S:1:pos:R:3:mulliken_charge:R:1 method="wB97M-V/def2-TZVPD" e_tot_ev=-13319.680
N 1.42568 -1.01971 -0.09620 -0.512
C 0.46467 -0.32735 0.73417 0.677
C 0.88804 0.95947 1.35052 0.140
N 1.02544 1.97883 1.95698 -0.588
C -0.86524 -0.17785 0.03858 0.185
N -1.01670 0.75212 -0.89924 -0.736
N -2.16711 0.44238 -1.49781 0.217
C -2.79714 -0.60467 -0.92479 -0.510
C -2.01997 -0.98341 0.15616 -0.448
H 1.06539 -1.34660 -0.99021 0.263
H 2.31743 -0.71412 -0.46284 0.169
H 0.25484 -0.95718 1.61230 0.178
H -2.42340 0.90476 -2.36079 0.229
H -3.68425 -1.04636 -1.36928 0.427
H -2.28999 -1.63824 0.97879 0.356
O 3.43481 1.05333 0.90055 -0.735
H 3.66610 0.69229 0.03071 0.290
H 2.72141 2.03231 0.84241 0.397

---

[8]
21
Properties=species:S:1:pos:R:3:mulliken_charge:R:1 method="wB97M-V/def2-TZVPD" smiles=OCCCNCCO e_tot_ev=-10977.175
C -1.45491 -1.11963 1.18457 -0.582
C -2.21492 0.17867 0.78846 -0.379
O -3.58766 0.32383 1.08916 -0.479
C -0.05813 -1.29839 0.43129 -0.609
N 0.51970 0.03194 0.20421 -0.116
C 0.95954 0.30358 -1.16981 -0.255
C 2.19196 1.22344 -1.09810 -0.858
O 3.53723 0.94990 -0.52762 -0.497
H -1.92548 -1.96848 0.84141 0.266
H -1.14310 -1.33126 2.20007 0.359
H -1.69376 1.28766 1.18725 0.170
H -2.00346 0.32462 -0.25099 0.223
H -3.72606 0.65935 0.16849 0.386
H -0.14025 -1.91186 -0.55482 0.303
H 0.42640 -1.92034 1.26158 0.261
H 1.13160 0.32237 0.99969 0.259
H 0.17336 0.70806 -1.78835 0.241
H 0.98671 -0.73827 -1.76807 0.305
H 1.82446 2.05862 -0.41661 0.279
H 2.42032 1.80369 -1.99491 0.435
H 3.77645 0.11251 -0.78690 0.289